# 1
Entry from OMol25: a structure of composition C42H53N16S3Si2Ti (wB97M-V/def2-TZVPD).

Results
HOMO (alpha / beta) (eV): -6.446 / -7.684
LUMO energy (alpha / beta) (eV): -0.8 / -0.8
Orbital gap (alpha / beta) (eV): 5.682 / 6.877
Energy above the lowest of the compared OMol25 structures with the same formula, charge and spin (kJ/mol): 0.00

```
! RIJCOSX wB97M-V def2-TZVPD def2/J DEFGRID3
* xyz 0 2
N 0.1436 -0.9718 4.2796
H -5.4309 4.3251 0.8790
Si -1.6805 0.3439 -2.6196
C -5.0331 -2.0871 -1.4831
N -0.8040 -0.0675 4.6049
H 2.1515 3.5414 5.3217
H 5.2938 -3.7078 -3.6884
H -1.7386 -2.0444 -1.8119
C 0.8869 -1.9534 0.7847
H 3.8709 3.1210 5.3405
C 3.3770 0.4331 4.5050
N 0.0014 3.1402 2.0871
Ti 0.2691 1.3978 0.6362
H -2.9223 -2.1857 1.8720
N 2.8982 2.9782 3.4873
C -0.6979 0.8360 3.6520
H -1.3708 0.5268 -5.1524
N 0.5888 2.9632 -0.8325
C -2.2214 3.6236 0.0842
H 1.3033 6.0835 -1.8001
C 1.5821 -1.6839 -2.6097
N 0.0375 5.0534 3.0774
N -0.7689 4.2764 3.8174
H 1.4981 1.5292 -4.8835
C 3.7050 -4.3301 -2.3905
S -1.3535 -0.4737 0.5176
H -3.0102 0.8688 1.6177
C 1.0273 4.2380 -0.7893
S 2.7606 2.2567 0.9441
C 0.4302 4.5548 -3.0723
C 0.1621 2.4252 -1.9881
Si 1.4654 0.1885 -2.7296
C -3.4765 -3.1343 0.0343
H 1.4708 1.2278 5.0924
H -2.1219 1.9969 -4.5307
C -0.7651 3.1233 3.1770
H 5.1594 -1.8321 0.1519
H 1.4153 -5.0608 1.7162
C 4.7653 -2.5501 -0.5549
H 1.4196 4.5664 0.1623
C -5.4301 1.8616 1.9987
H -0.8819 -1.8987 -3.3464
H 2.2100 -4.7284 -0.9112
C -4.1137 -4.2392 -2.0103
C -3.4001 -4.2259 -0.8232
H -1.1085 -5.0742 1.5719
C -4.3052 -2.0721 -0.3030
H 3.1276 0.0032 2.4149
C -2.6578 -3.0807 1.3038
H -2.6345 -1.7931 -3.3072
H -2.8599 -3.9427 1.9437
H 3.2797 -5.0168 -3.1093
C 0.9518 5.0664 -1.8810
C -4.9291 -3.1674 -2.3441
H -0.2995 2.8010 -4.0527
H 3.3008 -3.9186 1.8125
C 3.1088 -4.1749 -1.1504
N 1.5598 -3.0899 1.0919
H 3.0242 -0.5880 4.6353
H 0.6433 -3.8789 2.8028
C -0.0413 0.9771 -1.8612
C 3.6385 -3.2892 -0.2216
C 0.0435 3.2395 -3.1314
H -2.7763 -5.0727 -0.5666
H -4.0827 0.5796 -2.4179
H 1.3018 -2.1347 -3.5618
H 0.5943 0.0292 -5.1196
H 6.2346 -2.1122 -2.0494
C -3.3989 4.3505 0.1580
H -1.9457 2.1626 4.4849
C 2.5284 1.4069 5.3045
H -4.3752 -1.2243 0.3633
H -3.4393 5.3401 -0.2706
H 0.3618 5.1790 -3.9553
S 1.7894 -0.5309 0.4175
H -5.6750 -1.2524 -1.7290
H 3.6111 0.5358 -1.4442
N -6.2910 1.3321 2.5404
H 2.6806 1.2419 6.3706
H -3.3254 2.0333 -1.7915
N -1.4549 1.9999 3.6149
C -0.5182 -1.9323 0.8371
H 2.3393 -0.0045 -4.9784
C -3.1306 1.8610 1.2030
H 3.3708 -2.1780 1.5781
H 3.7141 1.0697 -3.1238
N 0.7559 -0.6261 3.2131
H 4.4254 0.4850 4.8148
H -5.4857 -3.1782 -3.2712
N 0.2332 0.5406 2.7435
H 2.6188 -1.9559 -2.4114
H 0.9691 -2.1265 -1.8313
C -4.4929 3.7941 0.7922
C -2.0435 0.9208 -4.3934
C -4.3481 2.5225 1.3240
H -4.0401 -5.0901 -2.6728
H 2.9265 2.0780 -1.9277
H -3.0342 0.5120 -4.6041
N 0.5027 4.3985 2.0792
C -0.5070 -4.3319 1.0463
H 2.6213 3.8576 3.0719
C 4.8351 -3.5946 -2.7160
C 2.8930 2.8399 4.9386
N -2.0772 2.3909 0.5899
H -1.3623 4.0573 -0.3923
C 5.3645 -2.7021 -1.7970
C 1.4369 0.4809 -4.6002
C -3.2639 0.9447 -1.7955
C 2.9939 1.9604 2.6446
C -1.7239 -1.5235 -2.7683
N -1.2220 -3.0717 1.0634
N 3.2790 0.7491 3.0885
C 3.0066 -3.1118 1.1380
H -3.4286 0.5771 -0.7886
H -0.3546 -4.6782 0.0167
C 0.8227 -4.1482 1.7535
C 3.0725 1.0441 -2.2404
*
```

***

# 2
Entry from OMol25: a structure of composition C42H54AsCaClF5N2O3PS6Si3 (wB97M-V/def2-TZVPD).

Results
HOMO (eV): -2.032
LUMO energy (eV): 3.5
Orbital gap (eV): 5.524
Energy above the lowest of the compared OMol25 structures with the same formula, charge and spin (kJ/mol): 0.00

```
! RIJCOSX wB97M-V def2-TZVPD def2/J DEFGRID3
* xyz -2 1
H 5.3560 -0.2561 -0.4360
H -4.7931 -0.0566 -2.9403
C 2.1110 0.6888 -5.9569
H 4.6531 -1.8239 -0.8516
C -4.3121 2.5684 -3.2611
H 5.2618 -1.4324 -3.6232
C 4.3588 -1.5282 3.4057
H 0.0452 -1.1354 3.1444
H -1.4951 2.5112 -1.4106
C -3.7508 -0.2818 -3.1563
H -2.4663 4.1828 5.6808
C -5.2382 0.6089 2.4641
As 1.5751 -0.7381 -2.6703
H 4.9083 -5.1786 3.1081
C 0.5440 2.4838 0.5600
C -2.3215 3.0203 -1.9011
Ca -0.6124 -0.7753 -0.3082
H -2.9284 3.5512 -1.1604
H -0.0087 2.1225 -2.9285
H 2.3689 -0.2481 -6.4524
H -2.3524 2.4339 1.0612
H -0.4482 -3.4363 -4.2286
H 1.7081 -2.6149 -5.9434
H -3.6305 -2.3735 2.3057
C -2.4806 3.8038 4.6668
H 0.3286 -4.8783 -3.5611
H 3.7433 -0.6902 0.1428
P -2.4787 0.1824 2.7468
H 4.1431 -3.5515 -2.7045
H -3.6149 -0.6329 5.3484
O -1.6671 -0.0325 1.5217
C -0.0308 -2.0586 5.0605
C -1.8431 -0.7710 4.1311
H -5.0442 1.6638 2.6182
H -0.3874 2.5890 -4.6062
H -0.3330 -1.0571 -6.1217
S 2.8395 -1.5450 2.6399
H 3.3565 -5.7554 3.7678
Si 1.8562 -2.9452 -3.4574
C 6.8153 -0.6648 3.9594
C 0.1881 -3.8022 -3.4185
C -2.4885 1.9431 3.1424
S 8.2501 0.1847 4.0166
C -2.4353 4.6823 3.5940
F 0.9093 5.8912 3.0387
H -3.6171 -0.3213 -4.2394
H 4.5521 -0.1984 -4.6710
C 0.8324 3.5249 2.7765
H -2.3869 5.7498 3.7701
H -1.0930 -1.0938 -4.5248
C 4.4252 -0.7661 -0.7083
H 3.6453 2.4037 -3.0204
O 0.3760 1.4761 -0.2093
Cl -2.9418 -2.3398 -0.5612
C -4.1958 -0.3102 2.5309
C 0.5757 3.8201 0.0670
C 3.9290 -4.8760 3.4759
C -2.8110 0.7307 -2.5582
S 1.0934 -5.4732 0.5885
H -4.7009 1.8556 -3.9810
H 5.8591 0.2246 -3.5562
C -4.4481 -1.6639 2.3163
C 0.7038 2.4125 1.9695
H 3.0304 1.1866 -5.6465
C 4.8998 -2.4210 4.2956
C 0.7719 -3.9139 0.2160
S 4.0951 -3.8338 4.9451
C -0.5599 -1.2977 4.0243
H -7.7860 -1.5134 1.7902
C 2.4613 -3.0036 -5.2534
Si 0.8784 0.4583 -4.5431
H 2.6439 -4.0501 -5.5228
H 3.3899 -2.4509 -5.4058
H -2.5134 1.7476 5.2802
H -4.0403 3.4788 -3.8004
H 2.6534 2.1325 -1.5757
F 0.6861 6.1691 0.3222
F 0.9382 3.3782 4.1093
H -1.9149 3.7478 -2.6059
C 3.6003 1.8826 -2.0603
H -3.4950 -1.2391 -2.7007
C -0.6227 -0.4439 -5.2641
C -2.6002 -1.0118 5.2781
F 0.7026 1.2092 2.5642
H -0.3394 -3.6628 -2.4729
H -5.9224 -3.1415 1.8613
N -3.1438 2.0449 -2.5918
C -2.5105 2.4339 4.4418
C 0.3783 2.1654 -3.9463
H -2.6578 -1.9481 7.2025
H 3.3707 -4.3415 2.7103
C -2.4268 2.8278 2.0677
H -5.1066 2.8213 -2.5501
F 0.4654 4.0205 -1.2692
N 0.5766 -2.7995 -0.0830
H 3.0037 -4.8904 -2.4809
S 5.4592 -0.2133 3.0017
C -6.5299 0.1751 2.2040
Si 3.7614 0.0167 -2.2649
H 1.2310 2.8484 -3.9432
C -2.4093 4.1944 2.2938
S 6.5400 -2.1172 4.8128
H 1.6261 1.3403 -6.6948
H -1.3685 0.2794 -5.6086
H -0.3733 -2.8765 7.0101
C 4.9565 -0.3846 -3.6768
O -1.7606 0.3741 -2.0406
C -6.7788 -1.1755 2.0029
C -2.0673 -1.7592 6.3140
H -2.3344 4.8766 1.4558
C 0.8233 4.8006 2.2413
C -0.7829 -2.2815 6.2026
H 3.0146 -3.5639 -1.3298
H -7.3396 0.8930 2.1525
C -5.7386 -2.0931 2.0541
C 0.6984 4.9336 0.8713
H 4.4139 2.2590 -1.4338
H 0.9670 -2.4630 4.9338
C 3.1289 -3.8080 -2.3861
*
```

***

| no. | electronic energy (hartree) |
| --- | --- |
| 1 | -5131.5193 |
| 2 | -9440.4229 |